Record 1
C3H5FIN | ωB97M-V/def2-TZVPD

Calculated values
Strongest force on any atom: 3.02 eV/A
HOMO level: -0.2917 Ha
Relative energy (zero: lowest compared OMol25 entry of this formula, charge and spin): 3.3256 eV
Calculated total energy: -15495.87167 eV

Last column: Löwdin charge in e.
Positions of all 11 atoms, in Å:
C: 0.743 -0.352 0.077  -0.086
C: 1.779 -0.499 1.162  -0.115
C: -1.532 0.487 -0.077  -0.874
N: -0.394 0.089 0.237  -0.009
F: -1.781 1.718 -0.616  -0.073
I: -3.301 -0.659 0.207  0.809
H: -1.054 0.421 -3.027  0.075
H: 2.732 0.154 1.131  0.105
H: 2.151 -1.586 1.110  0.088
H: 1.322 -0.490 2.131  0.043
H: -0.666 0.717 -2.334  0.038



Record 2
C3H5FN2 | ωB97M-V/def2-TZVPD

Calculated values
Strongest force on any atom: 2.05 eV/A
HOMO level: -0.3654 Ha
SMILES: C=N/N=C/CF
Relative energy (zero: lowest compared OMol25 entry of this formula, charge and spin): 1.8575 eV
Calculated total energy: -8887.28783 eV

Last column: Löwdin charge in e.
Positions of all 11 atoms, in Å:
C: -2.012 0.434 0.028  -0.160
C: -0.684 -0.211 0.024  -0.178
C: 2.592 -0.144 -0.035  -0.032
H: -2.143 0.838 1.047  0.124
H: -2.021 1.224 -0.779  0.138
H: -0.747 -1.316 0.228  0.138
H: 3.258 -0.948 -0.055  0.046
H: 2.942 0.851 -0.068  0.060
N: 0.391 0.451 -0.167  0.030
N: 1.401 -0.569 -0.070  -0.075
F: -2.977 -0.610 -0.153  -0.090